(1)
ORCA calculation (ωB97M-V/def2-TZVPD) on a structure of composition C22H30F4NO2Si2 in a non-equilibrium geometry.

Highest occupied orbital energy ... -0.392 hartree
Relative energy (zero: lowest compared OMol25 entry of this formula, charge and spin) ... 0.000 eV
Calculated total energy ... -55502.962 eV
Total charge ... +1

Atoms and positions in Å:
C 3.97799 -5.77035 -0.74139
F 4.05380 -8.09802 6.38226
H 0.69864 2.87905 3.92027
H 3.71064 -7.02315 4.04538
C 3.86332 -4.29713 3.27916
H 4.22460 -6.26430 8.26001
H 0.42280 -0.77014 4.49156
C -0.16581 2.38583 3.44052
C 3.87502 -4.41109 -0.41906
H -3.81420 3.08181 4.00389
F 3.79778 -3.50641 -1.45768
O -2.35413 0.37228 3.23633
F 4.19169 -3.63552 8.02456
H 3.98050 -6.12161 -1.76754
H -2.48426 -1.49142 4.52250
H -5.39925 2.67292 3.26712
H 1.54387 -1.31069 3.21964
H 2.01542 0.00186 4.31818
C 3.93635 -4.85964 1.98176
H -5.83243 0.05667 1.70686
H -0.34911 -2.38022 1.19397
C 3.87419 -6.29871 4.83645
H -3.98958 2.38145 0.46606
C -1.41863 -2.57136 1.36162
C 4.08836 -6.64872 0.34102
H 3.81102 -3.20886 3.29458
N -1.99665 -0.36274 2.04322
C -3.13147 1.97250 1.01717
H -0.60390 3.10579 2.73342
Si 0.46480 0.84553 2.59284
H 2.55598 1.83755 1.71357
H -4.80518 1.75068 4.68882
C 1.16810 -0.42890 3.76023
H -4.45948 -1.02889 1.38575
H -5.17321 -0.94898 3.00915
F 4.17848 -7.99785 0.06380
H 4.03395 -2.93365 5.50252
C 3.92443 -4.89844 4.55859
C 4.02489 -6.73914 6.14732
H -1.56044 -3.63029 1.60602
C 4.11383 -6.24249 1.66618
H -0.90705 2.16820 4.22123
O -0.71935 0.03746 1.66382
H -2.58522 1.27559 0.36344
Si -3.78130 1.08079 2.52570
H -2.45542 2.80176 1.25803
H 2.05035 0.45118 0.70845
C 4.02903 -4.00779 5.68081
C -4.50326 2.25920 3.76140
H 3.76512 -2.87519 1.08632
C -1.92604 -1.72103 2.47145
C 1.68863 1.33070 1.26092
H 4.27884 -6.97948 2.44794
H -1.96505 -2.35568 0.42739
C 4.13894 -5.88390 7.24333
C -2.22999 -2.17073 3.71195
H -2.20138 -3.24394 3.85798
C 3.84574 -3.94489 0.87796
C -4.90336 -0.35089 2.12926
C 4.12269 -4.51580 6.96580
H 1.23147 2.01791 0.53267



(2)
ORCA calculation (ωB97M-V/def2-TZVPD) on a structure of composition C42H29MnN12S in a non-equilibrium geometry.

Multiplicity ... 2
Highest occupied orbital energy (spin up / spin down) ... -0.547 / -0.603 hartree
Calculated total energy ... -104033.479 eV
Total charge ... +3

Atoms and positions in Å:
C 0.15810 1.46543 -4.43169
C 4.50912 -2.16380 0.69248
H 0.58387 -0.05370 -7.91973
N 0.18604 -2.74702 0.86423
C -0.49115 3.30746 4.34365
C -1.92722 2.04990 0.50381
C 0.47358 0.36275 -6.92724
C -2.40604 3.41757 0.37769
C -2.70094 -3.72250 1.51255
C -2.19933 -2.49477 1.15858
H 2.59169 -4.17768 -3.50928
N 2.38767 -0.19601 -0.46177
C -2.97618 -1.34927 1.20548
N -2.57562 1.03830 0.88270
N -0.07435 3.36995 2.92809
H -3.43640 6.88382 -0.87297
H -0.58092 3.24170 -5.41811
C -3.39852 4.09473 1.06476
N 0.50809 0.60896 -2.30714
H 0.84616 -0.33558 4.52341
C 2.25881 -1.76365 1.67124
H -2.63478 3.47112 4.06090
C 3.66109 -0.20383 -0.49701
H -4.48470 -4.71301 2.18025
C -1.80094 3.96059 -0.76054
C -2.13050 -0.26520 0.74483
C 0.33705 2.28819 2.26783
H -3.88845 3.65478 1.92598
C 0.66010 0.17256 -4.57618
H -4.49888 5.92908 1.12375
H -2.08882 -4.61555 1.49124
S 0.82152 2.63631 0.53246
H 3.40017 -6.32108 -2.52541
C 1.51946 -2.34491 0.49064
C 2.14203 -3.35594 -1.56878
N -0.96355 -0.67785 0.30127
C -4.29869 -1.37145 1.60737
C -0.86106 -2.06508 0.70601
N 1.52178 -1.31107 -0.60331
N -0.52797 2.81473 -2.52825
C 4.54249 -1.36905 -0.38640
C 1.66990 -2.03163 -1.89071
C -4.04289 -3.76343 1.90473
H -0.05318 4.26154 2.46109
C -3.74044 5.35767 0.60329
H -5.86172 -2.68624 2.25519
C 1.57244 -0.96708 4.02649
C 3.03285 -5.53148 -1.88408
Mn 0.62578 0.38868 -0.24311
H 3.35426 -6.66346 -0.09066
H 1.41173 -2.01225 4.29262
H -1.72418 5.60138 -2.14778
C 2.55086 -4.73175 0.36253
C -1.91009 2.78474 4.50567
C 0.05838 1.68536 -3.02291
C 2.58757 -4.34371 -2.43950
H 2.56874 -0.69301 4.38745
H 0.22357 2.67089 4.86498
H 2.51820 -4.90081 1.43245
C 2.13323 -3.54564 -0.19722
H -2.14400 2.69314 5.56653
H 5.30264 -2.89090 0.83532
C -0.02107 1.66381 -6.78329
C 3.57781 -1.85907 1.80329
C 0.82046 -0.40815 -5.82439
H -0.27763 2.23266 -7.66788
C -0.19419 2.23700 -5.52980
C -4.82661 -2.61240 1.94989
C -3.13597 5.90051 -0.53504
C -2.17041 5.19906 -1.24759
N 1.39951 -1.54826 -3.02574
C 1.51177 -0.82209 2.54174
N 0.93265 0.13732 1.89972
N 0.33838 1.09455 2.71869
H -4.89596 -0.46993 1.65115
C -0.91121 2.95365 -1.33975
H 1.19281 -1.41886 -5.93817
H -2.02025 1.79836 4.04968
H -0.39281 4.31669 4.73659
C 3.01150 -5.72231 -0.50120
H 4.11587 0.78406 -0.55285
C 0.87451 -0.31702 -3.24685
H 4.05255 -1.50376 2.71603
H 5.36381 -1.42984 -1.09330
N -0.64299 1.96205 -0.23075



(3)
ORCA calculation (ωB97M-V/def2-TZVPD) on the molecule C4H7NO in a non-equilibrium geometry.

Highest occupied orbital energy ... -0.389 hartree
SMILES ... N#CCCCO
Relative energy (zero: lowest compared OMol25 entry of this formula, charge and spin) ... 4.917 eV
Calculated total energy ... -7794.727 eV

Atoms and positions in Å:
C 0.22723 -1.48259 0.16256
C 1.02731 -0.66149 1.12737
H 0.80657 0.46081 -0.89594
O -0.87930 1.67445 -1.82588
C -0.17900 0.88283 -0.62517
H -0.95069 1.05586 -2.80249
H 0.89398 -1.88038 -0.75759
N 1.27741 -0.07508 2.19162
H 0.11206 -2.32950 1.12092
H -0.10094 1.53731 0.38706
H -1.52217 -0.80912 -1.16784
H -1.79650 -0.45065 0.61337
C -0.96717 -0.48114 -0.20340